1.
{
  "formula": "C59H86N3O3TeTi",
  "method": "wB97M-V/def2-TZVPD",
  "species": ["Ti", "C", "C", "C", "C", "C", "C", "C", "C", "N", "C", "C", "N", "C", "C", "N", "C", "C", "C", "C", "C", "C", "C", "C", "C", "O", "C", "C", "C", "C", "C", "C", "C", "C", "C", "C", "C", "C", "C", "C", "C", "O", "C", "C", "C", "C", "C", "C", "C", "C", "C", "O", "C", "C", "C", "C", "C", "C", "H", "H", "H", "H", "H", "H", "H", "H", "H", "H", "H", "H", "H", "H", "H", "H", "H", "H", "H", "H", "H", "H", "H", "H", "H", "H", "H", "H", "H", "H", "H", "H", "H", "H", "H", "H", "H", "H", "H", "H", "H", "H", "H", "H", "H", "H", "H", "H", "H", "H", "H", "H", "H", "H", "H", "H", "H", "H", "H", "H", "H", "H", "H", "H", "H", "H", "H", "H", "H", "H", "H", "H", "H", "H", "H", "H", "H", "H", "C", "Te", "C", "C", "C", "C", "C", "C", "C", "H", "H", "H", "H", "H", "H", "H", "H"],
  "xyz": [[0.38471, -0.36277, -1.20198], [-2.26933, 2.91954, 5.51392], [-2.09470, 3.49892, 4.11047], [-3.48203, 3.78406, 3.51936], [-1.31176, 4.81409, 4.22436], [-1.34730, 2.54061, 3.18198], [-1.09446, 2.90312, 1.86274], [-0.45294, 2.04577, 0.98782], [-0.43385, 2.51139, -0.45762], [0.44476, 1.82834, -1.44880], [-0.01381, 2.26972, -2.78713], [0.52710, 1.40467, -3.90740], [0.59693, -0.03565, -3.53527], [1.85845, -0.63928, -4.03798], [2.83785, -0.98390, -2.91147], [2.52013, -0.26367, -1.65718], [2.89574, 1.18114, -1.74451], [1.86546, 2.14609, -1.14338], [3.20430, -0.96394, -0.52342], [2.84268, -2.43198, -0.37948], [3.81525, -3.26677, 0.15112], [3.54979, -4.60405, 0.41416], [2.26568, -5.05936, 0.13445], [1.24594, -4.26801, -0.39440], [1.58210, -2.95016, -0.68250], [0.68349, -2.11132, -1.30496], [-0.14077, -4.90701, -0.58915], [-0.54645, -5.60625, 0.72040], [-0.05084, -5.93709, -1.72253], [-1.27543, -3.92685, -0.91717], [4.59341, -5.56212, 0.99000], [4.08044, -6.13438, 2.31832], [5.92903, -4.86716, 1.25131], [4.82881, -6.70694, -0.00446], [-0.58923, -0.80179, -4.05464], [-1.93145, -0.20092, -3.71943], [-2.78192, 0.20962, -4.73606], [-4.03988, 0.73229, -4.45115], [-4.41361, 0.77072, -3.11265], [-3.61121, 0.35440, -2.04757], [-2.33305, -0.07899, -2.38964], [-1.36862, -0.32306, -1.44692], [-4.23219, 0.37443, -0.63468], [-3.39994, -0.31120, 0.45455], [-5.57545, -0.37387, -0.69797], [-4.48378, 1.82476, -0.20191], [-5.00854, 1.22643, -5.52708], [-4.40450, 1.11898, -6.92621], [-6.28922, 0.38204, -5.48087], [-5.36043, 2.69639, -5.25919], [-0.01520, 0.79809, 1.44114], [0.63114, 0.00650, 0.52185], [-0.22741, 0.38654, 2.75218], [-0.91230, 1.28541, 3.57947], [0.13596, -0.98099, 3.36488], [0.79216, -0.78060, 4.74058], [1.09055, -1.83132, 2.52563], [-1.16790, -1.77609, 3.53679], [-2.79356, 3.64209, 6.14174], [-1.30822, 2.70599, 5.98802], [-2.86098, 2.00080, 5.50570], [-4.04183, 4.45688, 4.17328], [-4.05485, 2.85978, 3.40983], [-3.41258, 4.25546, 2.53631], [-1.82175, 5.49820, 4.90630], [-1.21855, 5.31713, 3.25853], [-0.30657, 4.63669, 4.61594], [-1.42641, 3.86848, 1.48929], [-0.18951, 3.57922, -0.47793], [-1.44810, 2.41261, -0.84538], [0.26472, 3.31589, -2.94806], [-1.10017, 2.21553, -2.78197], [1.52658, 1.73002, -4.18276], [-0.10177, 1.53883, -4.79094], [2.31277, 0.04517, -4.75194], [1.62428, -1.54816, -4.59031], [3.86874, -0.76783, -3.20486], [2.78004, -2.04350, -2.68744], [3.83754, 1.35811, -1.22020], [3.07062, 1.41450, -2.79317], [2.10976, 3.16210, -1.47336], [1.96144, 2.12391, -0.05888], [2.94984, -0.42151, 0.38683], [4.28502, -0.88004, -0.66722], [4.79019, -2.84654, 0.36769], [2.03939, -6.09825, 0.34262], [0.15026, -6.38865, 1.02084], [-1.52726, -6.07060, 0.59674], [-0.61359, -4.88291, 1.53786], [0.65396, -6.73730, -1.48623], [0.27744, -5.46316, -2.65105], [-1.02910, -6.39127, -1.90036], [-1.33966, -3.11090, -0.19561], [-2.21771, -4.47846, -0.87949], [-1.18419, -3.49039, -1.91112], [3.89686, -5.33644, 3.04208], [4.82078, -6.81654, 2.74241], [3.15021, -6.69199, 2.19081], [5.82880, -4.04859, 1.96850], [6.36882, -4.47110, 0.33262], [6.63493, -5.58597, 1.67072], [3.91574, -7.27712, -0.18788], [5.57992, -7.39781, 0.38584], [5.18466, -6.32221, -0.96304], [-0.50166, -1.80402, -3.63236], [-0.50592, -0.88723, -5.14123], [-2.44566, 0.10677, -5.76150], [-5.40365, 1.14112, -2.87306], [-3.16408, -1.34676, 0.19901], [-3.98938, -0.31966, 1.37515], [-2.47183, 0.21150, 0.66825], [-5.43316, -1.39826, -1.04873], [-6.29947, 0.10909, -1.35504], [-6.01584, -0.41484, 0.30034], [-3.54164, 2.36074, -0.05031], [-5.02464, 1.84083, 0.74800], [-5.07469, 2.37569, -0.93646], [-4.18627, 0.08327, -7.19820], [-3.48442, 1.70172, -7.01974], [-5.11527, 1.50691, -7.65762], [-6.06667, -0.67530, -5.63904], [-6.98231, 0.70490, -6.26089], [-6.80186, 0.47746, -4.52163], [-4.46401, 3.32125, -5.26473], [-5.85585, 2.82672, -4.29500], [-6.03728, 3.06717, -6.03208], [-1.10719, 0.97169, 4.59415], [1.65153, -0.11063, 4.67816], [1.13735, -1.74701, 5.11457], [0.10239, -0.37735, 5.48311], [2.05333, -1.33757, 2.36582], [0.67382, -2.09325, 1.55765], [1.28187, -2.76398, 3.06325], [-1.89490, -1.23553, 4.14645], [-0.95917, -2.73206, 4.02422], [-1.63004, -1.98189, 2.56626], [4.95449, 3.02340, 2.80871], [3.06886, 2.04830, 2.64483], [2.23389, 3.99547, 2.47740], [3.32635, 4.94316, 2.92599], [3.03886, 6.28520, 3.17364], [4.03346, 7.15638, 3.58501], [5.33329, 6.69056, 3.75387], [5.62537, 5.35954, 3.50891], [4.62927, 4.47624, 3.09302], [5.50705, 2.90930, 1.87808], [5.52751, 2.56696, 3.61307], [1.34957, 4.05099, 3.10843], [1.92794, 4.17797, 1.44590], [2.02292, 6.64455, 3.05177], [3.79732, 8.19436, 3.78185], [6.11428, 7.36392, 4.08367], [6.63683, 4.99546, 3.64698]],
  "charge": 1,
  "total_energy_ha": -3807.2955,
  "e_lumo_ev": -1.931
}

***

2.
{
  "formula": "C5Br2ClF5",
  "method": "wB97M-V/def2-TZVPD",
  "species": ["C", "C", "C", "C", "C", "F", "F", "F", "F", "F", "Cl", "Br", "Br"],
  "xyz": [[-0.13831, 0.27920, 0.35899], [0.78599, -0.83692, -0.22931], [-1.37247, 0.83696, -0.35742], [0.91913, -2.22402, -0.06432], [-0.29149, 1.81150, 0.18404], [-0.31077, 0.07341, 1.71008], [1.55540, -0.27184, -1.16419], [-2.64337, 0.87301, 0.10862], [-1.41581, 0.55794, -1.67398], [0.52452, 2.50227, -0.71068], [-0.33315, 2.78182, 1.61331], [2.21678, -3.08480, -1.22121], [0.50355, -3.29852, 1.44607]],
  "charge": 0,
  "total_energy_ha": -6297.9417,
  "e_lumo_ev": -0.314
}

***

3.
{
  "formula": "C5H10",
  "method": "wB97M-V/def2-TZVPD",
  "species": ["C", "C", "H", "H", "H", "H", "C", "C", "C", "H", "H", "H", "H", "H", "H"],
  "xyz": [[-2.50436, -0.67464, -0.00256], [-1.82350, -1.82217, 0.09806], [-3.02410, -0.27092, -0.86787], [-2.56907, -0.01649, 0.85503], [-1.78297, -2.51613, -0.74719], [-1.23817, -2.14815, 0.95161], [1.15342, 1.33683, -1.02141], [1.29719, 1.03499, 0.43212], [1.85313, -0.03817, 1.00014], [2.14978, 1.62324, -1.43478], [0.84391, 0.51574, -1.65445], [0.51189, 2.21003, -1.16400], [0.98315, 1.86685, 1.07310], [1.95599, -0.19611, 2.05996], [2.19369, -0.90492, 0.42224]],
  "multiplicity": 2,
  "charge": -1,
  "total_energy_ha": -196.3722,
  "s_squared": 0.75,
  "e_lumo_ev": [4.515, 4.480]
}

***

4.
{
  "formula": "C5H10",
  "method": "wB97M-V/def2-TZVPD",
  "species": ["C", "C", "C", "C", "C", "H", "H", "H", "H", "H", "H", "H", "H", "H", "H"],
  "xyz": [[-1.46200, -1.20114, -0.19791], [-0.63602, -0.19971, 0.19169], [-1.03794, 1.22287, 0.03407], [0.72125, -0.37209, 0.68697], [1.72784, -0.07094, -0.42887], [-1.24301, -2.28599, -0.03910], [-2.44774, -0.99320, -0.67518], [-2.12364, 1.38161, -0.21569], [-0.85125, 1.81063, 0.92914], [-0.47513, 1.72221, -0.77732], [0.92567, -1.41129, 1.09716], [0.91134, 0.23344, 1.61683], [2.80107, -0.17725, -0.10302], [1.59288, 0.98140, -0.75004], [1.59667, -0.64056, -1.36873]],
  "smiles": "C=C(C)CC",
  "charge": 0,
  "total_energy_ha": -196.4751,
  "e_lumo_ev": 1.128
}

***

5.
{
  "formula": "C5H10",
  "method": "wB97M-V/def2-TZVPD",
  "species": ["C", "C", "C", "H", "H", "H", "H", "H", "H", "C", "C", "H", "H", "H", "H"],
  "xyz": [[0.07176, 1.78263, -0.04613], [1.11343, 1.37037, 0.74283], [1.01105, 1.56907, 2.28690], [-0.03972, 1.66088, -1.10579], [-0.90558, 2.07818, 0.45040], [1.94336, 0.62660, 0.41593], [1.48866, 2.51703, 2.69822], [-0.08057, 1.43420, 2.49341], [1.66042, 0.77755, 2.75437], [-1.40120, -2.20975, -2.29738], [-0.73438, -2.34471, -1.08242], [-2.15262, -2.97809, -2.78179], [-1.13389, -1.38098, -3.00374], [-0.80993, -3.32501, -0.58203], [-0.03079, -1.57797, -0.94277]],
  "smiles": "C=CC.C=C",
  "charge": 0,
  "total_energy_ha": -196.3963,
  "e_lumo_ev": 1.176
}

***

6.
{
  "formula": "C5H10",
  "method": "wB97M-V/def2-TZVPD",
  "species": ["C", "C", "C", "C", "C", "H", "H", "H", "H", "H", "H", "H", "H", "H", "H"],
  "xyz": [[1.47198, 2.16845, -0.30516], [0.57521, 1.23412, 0.46357], [0.01179, 0.13749, -0.10385], [-0.94108, -0.80811, 0.56203], [-1.16056, -2.07450, -0.27315], [2.40198, 2.17569, 0.40993], [1.24459, 3.03647, -0.45183], [1.63900, 1.75788, -1.26683], [0.22432, 1.56114, 1.24668], [0.61391, -0.23225, -1.15541], [-0.54651, -1.43022, 1.58755], [-1.78087, -0.38497, 0.74897], [-1.70838, -1.77318, -1.42462], [-0.27983, -2.70047, -0.18099], [-1.76555, -2.66754, 0.14312]],
  "smiles": "C/C=C/CC",
  "charge": 0,
  "total_energy_ha": -196.3193,
  "e_lumo_ev": 1.220
}

***

7.
{
  "formula": "C5H10",
  "method": "wB97M-V/def2-TZVPD",
  "species": ["C", "C", "C", "H", "H", "H", "H", "H", "H", "C", "C", "H", "H", "H", "H"],
  "xyz": [[-1.96060, -0.06529, -1.70824], [-1.23123, 0.03628, -0.51766], [-1.39762, -0.79393, 0.78209], [-1.76456, 0.49661, -2.67512], [-2.84461, -0.73983, -1.70655], [-0.66311, 0.96766, -0.16190], [-0.77640, -0.24036, 1.62224], [-2.54681, -0.76576, 1.02863], [-1.15929, -1.82963, 0.49065], [2.03228, 0.48709, 1.05169], [2.85145, 0.41982, -0.08192], [2.14376, 1.28295, 1.85716], [1.16356, -0.11797, 1.18448], [3.33276, 1.30209, -0.45221], [2.82042, -0.43971, -0.71334]],
  "smiles": "C=CC.C=C",
  "charge": 0,
  "total_energy_ha": -196.3782,
  "e_lumo_ev": 1.150
}

***

8.
{
  "formula": "C5H10",
  "method": "wB97M-V/def2-TZVPD",
  "species": ["C", "C", "C", "C", "C", "H", "H", "H", "H", "H", "H", "H", "H", "H", "H"],
  "xyz": [[1.88352, 0.02690, 0.20005], [0.37486, 0.24094, 0.39061], [-0.62122, -0.94391, 0.50369], [-1.62787, -0.13475, -0.34816], [-0.49899, 0.84803, -0.73560], [2.46394, 0.84925, 0.63720], [2.23179, -0.90061, 0.67170], [2.18693, -0.03664, -0.85312], [0.18895, 0.85526, 1.27882], [-0.30369, -1.87881, 0.02862], [-0.93254, -1.17585, 1.52836], [-2.41125, 0.33601, 0.25413], [-2.10015, -0.66945, -1.17595], [-0.72338, 1.91569, -0.63557], [-0.11089, 0.66796, -1.74476]],
  "smiles": "CC1CCC1",
  "charge": 0,
  "total_energy_ha": -196.4753,
  "e_lumo_ev": 1.307
}

***

9.
{
  "formula": "C5H10",
  "method": "wB97M-V/def2-TZVPD",
  "species": ["C", "C", "C", "C", "C", "H", "H", "H", "H", "H", "H", "H", "H", "H", "H"],
  "xyz": [[1.02615, 0.42658, -2.45500], [0.84012, -0.20037, -1.29911], [-0.37435, -0.05136, -0.41642], [-0.00597, 0.31110, 0.98916], [-0.88337, -0.35101, 2.06752], [0.29386, 1.14503, -2.82669], [1.79853, 0.32354, -3.20468], [1.55011, -0.95541, -0.97542], [-1.15913, 0.53438, -0.88190], [-0.77108, -1.07983, -0.54707], [0.00771, 1.38816, 1.15753], [1.01323, -0.03097, 1.21378], [-1.64853, 0.37977, 2.33843], [-1.30390, -1.32158, 1.81244], [-0.38337, -0.51803, 3.02743]],
  "smiles": "C=CCCC",
  "charge": 0,
  "total_energy_ha": -196.4649,
  "e_lumo_ev": 1.277
}

***

10.
{
  "formula": "C5H10",
  "method": "wB97M-V/def2-TZVPD",
  "species": ["C", "C", "C", "C", "C", "H", "H", "H", "H", "H", "H", "H", "H", "H", "H"],
  "xyz": [[0.23292, -1.15404, 0.54903], [0.09633, 0.25570, 0.10477], [-0.50183, 1.28942, 0.88321], [-1.85180, 0.90388, 0.54354], [-0.12589, 2.45281, 1.57384], [0.20881, -1.79590, -0.33197], [1.25303, -1.18676, 1.03566], [-0.59552, -1.27583, 1.25841], [0.34145, 0.56767, -0.92766], [2.73905, -3.28441, -4.48788], [-1.99173, 0.36081, -0.41906], [-2.63461, 1.21592, 1.25194], [2.78550, -3.99365, -4.68564], [-0.85917, 2.89420, 2.24002], [0.90344, 2.75017, 1.41180]],
  "multiplicity": 2,
  "charge": 1,
  "total_energy_ha": -196.0293,
  "s_squared": 0.79,
  "e_lumo_ev": [-6.734, -6.530]
}

***

11.
{
  "formula": "C5H10",
  "method": "wB97M-V/def2-TZVPD",
  "species": ["C", "C", "H", "H", "H", "H", "C", "C", "C", "H", "H", "H", "H", "H", "H"],
  "xyz": [[3.06011, 3.30121, -4.69181], [1.97440, 3.03130, -3.99853], [3.30578, 4.27650, -5.09840], [3.78341, 2.53380, -4.93180], [1.16339, 3.72723, -3.81556], [1.76425, 2.05579, -3.57892], [-1.08794, -1.27173, 3.34790], [-1.89792, -2.45716, 3.31465], [-2.43204, -2.93381, 2.11034], [-0.96739, -0.74492, 2.40381], [-1.15609, -0.63031, 4.21928], [-0.03725, -1.68998, 3.32942], [-2.32953, -2.79899, 4.25083], [-3.07972, -3.79700, 1.99822], [-2.06347, -2.60195, 1.14055]],
  "multiplicity": 2,
  "charge": 1,
  "total_energy_ha": -196.0797,
  "s_squared": 0.75,
  "e_lumo_ev": [-5.662, -9.286]
}

***

12.
{
  "formula": "C5H10AgO3",
  "method": "wB97M-V/def2-TZVPD",
  "species": ["O", "C", "C", "O", "C", "C", "O", "C", "Ag", "H", "H", "H", "H", "H", "H", "H", "H", "H", "H"],
  "xyz": [[1.63983, 0.59081, 1.21913], [2.86610, 0.07588, 0.78773], [2.99074, 0.13645, -0.74640], [1.86312, -0.37740, -1.38875], [-1.07640, 1.34966, 0.95956], [-2.21124, 0.62104, 0.45998], [-1.72942, -0.39049, -0.41622], [-2.68466, -1.32285, -0.89849], [0.35882, 0.03030, -0.24738], [2.99878, -0.98024, 1.11116], [3.71071, 0.64343, 1.22822], [3.91638, -0.40219, -1.04125], [3.14117, 1.20454, -1.02534], [-1.34097, 2.06903, 1.74753], [-2.97191, 1.26723, -0.02405], [-2.16655, -1.98102, -1.60151], [-3.08618, -1.91416, -0.06321], [-3.50230, -0.79751, -1.41160], [-2.71601, 0.17747, 1.35088]],
  "multiplicity": 2,
  "charge": 0,
  "total_energy_ha": -568.8960,
  "s_squared": 0.88,
  "e_lumo_ev": [-1.671, -1.508]
}